C6H10Br4Cl6 | wB97M-V/def2-TZVPD

Last column: Mulliken charge in e.
Cartesian coordinates (Å):
Br  1.683  0.955  -4.345  -0.134
C  1.372  1.137  -2.456  -0.351
C  0.187  2.067  -2.204  -0.617
Br  -0.049  2.566  -0.219  -0.136
H  2.258  1.577  -1.998  0.349
H  1.255  0.160  -1.985  0.178
H  -0.790  1.644  -2.435  0.319
H  0.347  3.037  -2.676  0.407
Br  0.345  1.714  5.584  -0.183
C  1.292  0.825  4.095  -0.655
C  0.279  0.245  3.134  -0.409
Br  1.253  -0.582  1.652  -0.119
H  2.004  0.101  4.493  0.409
H  1.884  1.595  3.600  0.377
H  -0.418  0.949  2.681  0.148
H  -0.158  -0.564  3.720  0.418
C  -3.171  0.315  -0.304  -0.218
Cl  -3.556  1.749  -1.245  -0.076
Cl  -2.721  0.845  1.317  -0.071
Cl  -1.681  -0.537  -0.764  -0.037
H  -3.913  -0.473  -0.177  0.404
C  0.346  -3.743  -1.905  0.355
Cl  -0.448  -5.138  -2.598  -0.116
Cl  1.852  -3.392  -2.854  -0.132
Cl  0.851  -4.186  -0.230  -0.118
H  -0.301  -2.866  -1.881  0.009

## Properties
F_max = 0.0327 Eh/bohr
HOMO level = -0.370 Eh
total energy = -361688.2347 eV